Entry a
Here is a cluster of 2 separate species, C4H12 in total from the Open Molecules 2025 dataset. Energies are from wB97M-V/def2-TZVPD.

Geometry as ORCA input:
```
! RIJCOSX wB97M-V def2-TZVPD def2/J DEFGRID3
* xyz 0 1
C -0.512 0.419 2.426
C 0.687 0.890 1.614
H -1.083 1.241 2.874
H -1.216 -0.168 1.844
H -0.202 -0.176 3.284
H 0.469 0.896 0.546
H 1.541 0.228 1.739
H 0.970 1.920 1.834
C -0.381 -0.018 -2.341
C 0.204 -1.300 -1.724
H -0.104 0.053 -3.391
H -1.458 0.098 -2.236
H 0.053 0.874 -1.884
H -0.560 -2.060 -1.570
H 0.933 -1.702 -2.430
H 0.695 -1.105 -0.769
*
```

Calculated values
* M: 60.14 g/mol
* gap between HOMO and LUMO: 0.4774 Ha
* HOMO level: -11.821 eV
* SMILES: CC.CC

Here is what Mulliken gives for the atomic charges, in e:
1 C -0.84
2 C -0.42
3 H 0.27
4 H 0.28
5 H 0.27
6 H -0.14
7 H 0.25
8 H 0.34
9 C -0.86
10 C -0.64
11 H 0.32
12 H 0.27
13 H 0.24
14 H 0.25
15 H 0.30
16 H 0.13

***

Entry b
Here is a cluster of 2 separate species, C4H12 in total from the Open Molecules 2025 dataset. Energies are from wB97M-V/def2-TZVPD.

Geometry as ORCA input:
```
! RIJCOSX wB97M-V def2-TZVPD def2/J DEFGRID3
* xyz 0 1
C 0.990 -1.084 1.002
C 1.978 -0.870 -0.168
H 0.132 -0.434 0.836
H 0.622 -2.089 1.170
H 1.475 -0.718 1.912
H 1.978 -1.721 -0.845
H 1.554 -0.126 -0.849
H 2.961 -0.574 0.171
C -0.947 1.529 -0.481
C -1.918 0.354 -0.328
H -0.472 1.744 0.479
H -0.166 1.298 -1.209
H -1.462 2.436 -0.796
H -2.384 0.364 0.661
H -1.592 -0.659 -0.544
H -2.748 0.550 -1.012
*
```

Calculated values
* M: 60.14 g/mol
* gap between HOMO and LUMO: 0.4655 Ha
* HOMO level: -11.469 eV
* SMILES: CC.CC

Here is what Mulliken gives for the atomic charges, in e:
1 C -0.55
2 C -0.72
3 H -0.06
4 H 0.31
5 H 0.29
6 H 0.26
7 H 0.14
8 H 0.30
9 C -0.79
10 C -0.94
11 H 0.28
12 H 0.18
13 H 0.35
14 H 0.27
15 H 0.33
16 H 0.35

***

Entry c
Here is a cluster of 2 separate species, C4H12 in total from the Open Molecules 2025 dataset. Energies are from wB97M-V/def2-TZVPD.

Geometry as ORCA input:
```
! RIJCOSX wB97M-V def2-TZVPD def2/J DEFGRID3
* xyz 0 1
C 2.080 1.352 -0.233
C 1.306 0.772 -1.446
H 2.897 1.970 -0.606
H 1.394 1.978 0.338
H 2.538 0.630 0.434
H 1.993 0.584 -2.264
H 0.521 1.417 -1.823
H 0.862 -0.148 -1.088
C -1.627 -0.268 0.869
C -1.783 -1.794 0.797
H -0.626 0.101 1.066
H -1.965 0.096 -0.100
H -2.277 0.028 1.692
H -1.237 -2.260 -0.030
H -2.793 -2.191 0.740
H -1.284 -2.267 1.654
*
```

Calculated values
* M: 60.14 g/mol
* gap between HOMO and LUMO: 0.4742 Ha
* HOMO level: -11.774 eV
* SMILES: CC.CC

Here is what Mulliken gives for the atomic charges, in e:
1 C -0.90
2 C -0.67
3 H 0.34
4 H 0.27
5 H 0.27
6 H 0.32
7 H 0.26
8 H 0.12
9 C -0.64
10 C -0.95
11 H 0.15
12 H 0.23
13 H 0.33
14 H 0.29
15 H 0.31
16 H 0.29

***

Entry d
Here is a cluster of 2 separate species, C4H12 in total from the Open Molecules 2025 dataset. Energies are from wB97M-V/def2-TZVPD.

Geometry as ORCA input:
```
! RIJCOSX wB97M-V def2-TZVPD def2/J DEFGRID3
* xyz 0 1
C -0.481 0.061 -2.694
C 0.092 -0.128 -1.326
H 0.162 -0.195 -3.570
H -1.307 -0.640 -2.897
H -0.683 1.116 -2.916
H 0.540 0.732 -0.820
H 0.863 -0.898 -1.375
H -0.605 -0.480 -0.581
C 0.556 0.735 2.154
C -0.194 -0.640 1.859
H 1.034 0.688 3.120
H 1.304 0.833 1.376
H -0.149 1.556 2.113
H 0.234 -1.066 0.974
H -1.266 -0.483 1.730
H -0.027 -1.293 2.701
*
```

Calculated values
* M: 60.14 g/mol
* gap between HOMO and LUMO: 0.4573 Ha
* HOMO level: -11.275 eV
* SMILES: CC.CC

Here is what Mulliken gives for the atomic charges, in e:
1 C -1.01
2 C -0.56
3 H 0.28
4 H 0.28
5 H 0.29
6 H 0.21
7 H 0.33
8 H 0.15
9 C -0.77
10 C -0.76
11 H 0.33
12 H 0.22
13 H 0.23
14 H 0.17
15 H 0.26
16 H 0.33

***

It turns out entry a is the most stable, with the second structure 1.4 kcal/mol higher.

***

Entry a
Here is a cluster of 2 separate species, C4H12 in total from the Open Molecules 2025 dataset. Energies are from wB97M-V/def2-TZVPD.

Geometry as ORCA input:
```
! RIJCOSX wB97M-V def2-TZVPD def2/J DEFGRID3
* xyz 0 1
C 2.019 1.202 -1.555
C 1.940 1.011 -0.043
H 1.732 2.206 -1.845
H 3.034 1.080 -1.926
H 1.436 0.491 -2.135
H 1.712 -0.020 0.259
H 1.111 1.602 0.361
H 2.867 1.280 0.460
C -1.874 -0.735 1.450
C -2.089 -1.500 0.154
H -2.742 -0.834 2.117
H -0.961 -0.972 2.006
H -1.792 0.348 1.301
H -2.499 -0.883 -0.644
H -2.732 -2.358 0.297
H -1.162 -1.918 -0.257
*
```

Calculated values
* M: 60.14 g/mol
* gap between HOMO and LUMO: 0.4744 Ha
* HOMO level: -11.791 eV
* SMILES: CC.CC

Here is what Mulliken gives for the atomic charges, in e:
1 C -0.83
2 C -0.72
3 H 0.27
4 H 0.27
5 H 0.27
6 H 0.22
7 H 0.22
8 H 0.30
9 C -0.79
10 C -0.81
11 H 0.30
12 H 0.25
13 H 0.24
14 H 0.26
15 H 0.30
16 H 0.25

***

Entry b
Here is a cluster of 2 separate species, C4H12 in total from the Open Molecules 2025 dataset. Energies are from wB97M-V/def2-TZVPD.

Geometry as ORCA input:
```
! RIJCOSX wB97M-V def2-TZVPD def2/J DEFGRID3
* xyz 0 1
C -1.522 -0.939 -1.724
C -1.448 0.366 -0.812
H -2.005 -1.763 -1.216
H -2.223 -0.709 -2.547
H -0.575 -0.992 -2.265
H -1.808 1.136 -1.500
H -0.384 0.516 -0.742
H -1.975 0.278 0.133
C 1.421 0.966 0.987
C 1.563 -0.407 1.583
H 1.502 1.754 1.745
H 2.119 1.363 0.248
H 0.399 1.026 0.612
H 2.429 -0.962 1.195
H 0.695 -1.048 1.457
H 1.807 -0.433 2.665
*
```

Calculated values
* M: 60.14 g/mol
* gap between HOMO and LUMO: 0.4516 Ha
* HOMO level: -11.127 eV
* SMILES: CC.CC

Here is what Mulliken gives for the atomic charges, in e:
1 C -0.95
2 C -0.49
3 H 0.27
4 H 0.31
5 H 0.30
6 H 0.30
7 H -0.08
8 H 0.34
9 C -0.56
10 C -0.86
11 H 0.29
12 H 0.33
13 H -0.02
14 H 0.25
15 H 0.28
16 H 0.29

***

Entry c
Here is a cluster of 2 separate species, C4H12 in total from the Open Molecules 2025 dataset. Energies are from wB97M-V/def2-TZVPD.

Geometry as ORCA input:
```
! RIJCOSX wB97M-V def2-TZVPD def2/J DEFGRID3
* xyz 0 1
C -0.730 2.414 -0.414
C 0.623 1.686 -0.291
H -1.122 2.599 0.584
H -0.519 3.360 -0.912
H -1.462 1.879 -1.012
H 0.660 0.870 0.426
H 1.393 2.387 0.020
H 0.812 1.185 -1.242
C 0.651 -1.565 0.285
C -0.587 -2.461 0.447
H 0.707 -0.790 1.036
H 1.538 -2.191 0.381
H 0.608 -1.155 -0.719
H -1.524 -1.917 0.485
H -0.489 -3.127 1.307
H -0.558 -3.175 -0.380
*
```

Calculated values
* M: 60.14 g/mol
* gap between HOMO and LUMO: 0.4606 Ha
* HOMO level: -11.420 eV
* SMILES: CC.CC

Here is what Mulliken gives for the atomic charges, in e:
1 C -0.88
2 C -0.41
3 H 0.27
4 H 0.28
5 H 0.29
6 H -0.11
7 H 0.37
8 H 0.22
9 C -0.69
10 C -0.94
11 H 0.22
12 H 0.31
13 H 0.20
14 H 0.30
15 H 0.29
16 H 0.27

***

Entry d
Here is a cluster of 2 separate species, C4H12 in total from the Open Molecules 2025 dataset. Energies are from wB97M-V/def2-TZVPD.

Geometry as ORCA input:
```
! RIJCOSX wB97M-V def2-TZVPD def2/J DEFGRID3
* xyz 0 1
C 1.102 -0.121 -2.544
C 1.706 -0.961 -1.393
H 0.161 0.085 -2.341
H 1.581 0.924 -2.460
H 1.357 -0.717 -3.553
H 2.181 -0.241 -0.693
H 2.384 -1.713 -1.777
H 0.863 -1.585 -0.994
C -0.853 0.874 2.456
C -1.893 0.205 1.521
H -1.341 1.894 2.663
H -0.706 0.170 3.439
H 0.064 1.251 1.872
H -2.382 -0.724 1.920
H -2.789 0.752 1.286
H -1.747 -0.074 0.402
*
```

Calculated values
* M: 60.14 g/mol
* gap between HOMO and LUMO: 0.4479 Ha
* HOMO level: -11.140 eV
* SMILES: CC.CC

Here is what Mulliken gives for the atomic charges, in e:
1 C -0.71
2 C -0.73
3 H 0.28
4 H 0.20
5 H 0.22
6 H 0.22
7 H 0.31
8 H 0.22
9 C -0.60
10 C -0.80
11 H 0.20
12 H 0.24
13 H 0.21
14 H 0.25
15 H 0.32
16 H 0.18

***

It turns out entry a is the most stable, with the second structure 3.4 kcal/mol higher.